The following is a quantum chemistry calculation of one molecule with the formula C2H6N2S, from the Open Molecules 2025 dataset.

Structure (XYZ):
```
11
Properties=species:S:1:pos:R:3:forces:R:3
C 1.74701 -0.41660 -0.19675 -1.342 -2.559 2.271
N 0.21265 -0.57997 -0.16603 2.233 1.766 -1.079
C -0.28627 0.56405 -0.07215 -3.042 2.684 0.454
N -1.77351 0.85874 -0.37340 1.502 0.287 4.669
S -2.71626 -0.60869 -0.16055 2.722 -1.590 1.137
H 2.06264 0.64457 -0.07766 0.016 -1.004 0.170
H 2.12284 -0.87571 -1.10357 -0.106 0.285 -0.311
H 2.01509 -1.19551 0.63013 0.402 1.942 -1.144
H 0.18947 1.55597 0.37701 -0.596 -1.978 -1.474
H -2.09317 1.43384 0.55650 1.129 -1.228 -3.073
H -1.48050 -1.38070 0.58646 -2.918 1.395 -1.621
```
Forces are in eV/Å.

HOMO ... -8.69 eV
Spin multiplicity ... 1
LUMO level ... 0.032 Eh
Orbital gap ... 0.35127 Eh
SMILES ... C/N=C/NS



The following is a quantum chemistry calculation of C22H18BrF5NOSeSn as an isolated structure, from the Open Molecules 2025 dataset.

Structure (XYZ):
```
50
Properties=species:S:1:pos:R:3:forces:R:3
Sn -0.49003 -0.76699 0.12132 -0.195 -0.110 0.071
C 5.19768 -1.38073 -0.91661 -0.055 0.008 0.015
C 4.09118 -1.31035 0.09980 0.070 -0.022 -0.071
C 4.33303 -1.39656 1.47129 0.016 -0.010 0.079
C 3.28912 -1.36723 2.38374 0.106 -0.022 -0.056
C 2.01241 -1.24565 1.88506 -0.080 -0.006 -0.045
Br 0.51425 -1.27253 3.03034 -0.066 -0.037 0.056
N 1.74415 -1.13438 0.58010 0.088 0.118 0.039
C 2.77139 -1.17166 -0.29104 -0.035 -0.007 -0.040
H 6.15790 -1.55651 -0.43788 -0.006 0.004 0.008
H 5.27073 -0.45203 -1.48413 0.000 0.003 0.018
H 5.02322 -2.19061 -1.62530 -0.003 -0.008 0.010
H 5.34849 -1.50335 1.83368 -0.005 -0.002 -0.013
H 3.46284 -1.45174 3.44727 -0.016 -0.007 -0.003
H 2.51087 -1.10780 -1.34270 -0.011 0.028 0.006
F -4.90716 -6.34135 -1.21611 -0.005 0.000 0.006
C -3.85734 -5.59026 -1.28613 -0.082 -0.048 0.011
C -2.88208 -5.84614 -2.25280 0.009 -0.059 -0.058
F -3.03710 -6.84416 -3.08565 0.000 -0.001 0.003
C -1.77368 -5.03706 -2.30908 0.034 -0.004 -0.024
F -0.85337 -5.27197 -3.21462 0.027 0.036 0.018
C -1.60099 -3.94518 -1.41460 -0.037 0.009 0.077
Se -0.06565 -2.95070 -1.53813 -0.063 -0.037 0.008
C -2.61455 -3.72858 -0.45381 0.000 0.002 -0.002
F -2.48948 -2.71932 0.42013 0.086 0.035 -0.023
C -3.72078 -4.51901 -0.37584 -0.053 -0.014 0.033
F -4.65345 -4.31310 0.52006 0.001 -0.002 -0.005
C 4.18214 5.24666 -3.99716 -0.081 0.058 -0.019
C 3.10852 4.26617 -3.66101 -0.087 -0.029 -0.305
C 2.31587 3.69155 -4.68655 -0.003 -0.002 0.148
C 1.25686 2.72648 -4.44212 0.168 0.204 -0.318
C 0.44473 2.30653 -5.62857 0.074 -0.010 0.030
C 1.06055 2.29327 -3.14248 0.054 -0.095 0.279
C 0.09440 1.19854 -2.93942 -0.491 0.046 -0.115
O -0.09428 0.51892 -1.93741 0.671 0.269 0.059
C 1.76255 2.95914 -2.08366 -0.102 0.015 -0.063
C 1.37400 2.78016 -0.66430 0.051 0.027 0.058
C 2.78719 3.90725 -2.37794 -0.076 -0.078 0.108
H 4.69196 4.97524 -4.92140 0.018 -0.043 0.030
H 4.90791 5.34254 -3.19335 0.004 -0.019 0.003
H 3.73622 6.23243 -4.16352 -0.013 -0.008 0.011
H 2.50919 3.98085 -5.71420 -0.035 -0.032 -0.003
H 0.76763 2.82846 -6.52508 -0.001 0.013 0.007
H -0.61090 2.53936 -5.46782 -0.010 -0.010 -0.018
H 0.51974 1.23562 -5.82830 0.022 -0.013 0.034
H -0.53433 0.97409 -3.80865 0.085 0.008 -0.065
H 0.31306 3.02773 -0.54539 0.011 -0.049 0.004
H 1.95565 3.41856 -0.00524 0.001 0.000 -0.004
H 1.49311 1.74107 -0.35317 0.028 -0.042 -0.011
H 3.30700 4.37351 -1.54913 -0.014 -0.058 0.031
```
Forces are in eV/Å.

HOMO (alpha / beta) ... -17.32 / -17.63 eV
Spin multiplicity ... 1
LUMO level (alpha / beta) ... -0.462 / -0.421 Eh
Orbital gap (alpha / beta) ... 0.17403 / 0.22730 Eh
Net charge ... +3



The following is a quantum chemistry calculation of a 2-piece molecular cluster, C4H14N2O overall, from the Open Molecules 2025 dataset.

Structure (XYZ):
```
21
Properties=species:S:1:pos:R:3:forces:R:3
C -0.35425 -1.85825 -1.72562 -1.425 0.331 -1.210
C 0.88983 -1.00955 -1.46404 -0.767 0.308 -0.141
C 1.26792 -1.08870 -0.00335 0.357 -0.341 -0.073
N 0.40708 -0.30124 0.94028 1.167 -1.255 -1.477
C 0.91406 1.09869 0.92221 1.141 0.140 3.036
N -0.01657 2.15763 0.88214 -0.450 1.607 -1.988
H -0.23944 -2.73802 -2.35450 0.523 -0.307 0.275
H -0.94161 -2.12465 -0.84729 0.465 -0.081 0.318
H -1.09833 -1.28814 -2.31695 0.370 0.008 0.172
H 0.58429 0.00539 -1.72332 0.410 0.247 0.101
H 1.73481 -1.26388 -2.12156 -0.273 -0.095 0.284
H 1.30298 -2.16489 0.20829 -0.488 0.133 0.549
H 2.30288 -0.79881 0.14738 0.463 0.324 -0.111
H 0.63689 -0.81793 1.79707 -0.449 1.145 0.133
H 1.78615 1.28157 0.24696 -1.241 -0.332 -0.265
H 1.45209 1.26924 1.89069 -0.283 -0.523 -0.272
H -0.21720 2.55225 -0.02537 0.204 -0.295 -0.131
H -0.83080 2.35146 1.43980 0.297 -1.009 0.749
O -2.90816 1.71288 1.61912 -0.424 -0.077 -0.244
H -2.81666 1.13541 0.85099 0.322 -0.043 0.110
H -3.85597 1.88955 1.63708 0.081 0.117 0.185
```
Forces are in eV/Å.

HOMO ... -8.69 eV
Spin multiplicity ... 1
LUMO level ... 0.032 Eh
Orbital gap ... 0.35176 Eh
SMILES ... CCCNCN.O



Record-wise energy above the lowest of the compared OMol25 structures with the same formula, charge and spin values, in kJ/mol: 304.2 0.0 192.1